[1]
Below is a molecular structure, C21H47AsO2P2S4Si3Ti in a non-equilibrium geometry, with properties calculated with ωB97M-V with the def2-TZVPD basis set.

The maximum force comes out at 1.520 eV/Å. As for the expectation value of S²: 2.01. Its total energy is -196148.0338 eV. For the LUMO energy (spin up / spin down), the calculation gives 3.9448 / 3.9427 eV.

The geometry in ORCA input format:
```
! RIJCOSX wB97M-V def2-TZVPD def2/J DEFGRID3
* xyz -2 3
As -1.257 1.038 3.155
Ti -0.283 0.200 0.168
S 0.016 2.076 1.669
S -1.231 -0.968 2.193
S -0.292 1.003 5.075
S -3.243 1.795 3.200
P 2.141 -0.336 1.467
P 1.008 -2.329 -0.598
Si -2.412 3.048 -1.065
Si -1.962 0.707 -2.974
Si 0.414 2.230 -1.983
O 1.379 0.901 -1.500
O -2.030 -1.191 -0.710
C 1.154 3.740 -1.187
C 3.207 1.156 1.609
C -0.809 -0.692 -3.494
C -1.953 4.275 0.268
C 3.705 -3.186 -1.059
C 2.640 0.600 -2.054
C -1.251 1.688 -1.584
C -2.823 4.217 -2.527
C 0.880 2.541 -3.794
C -4.078 2.398 -0.524
C 5.569 -2.421 0.236
C 0.826 -3.453 -2.044
C -3.684 -0.009 -2.713
C 3.349 -1.526 0.653
C -2.716 -2.409 -0.493
C -2.254 1.505 -4.686
C 2.842 -2.361 -0.338
C 4.711 -1.589 0.946
C 5.068 -3.206 -0.782
C 2.206 -0.945 3.182
C 0.550 -3.552 0.701
H 2.584 -0.326 -2.638
H -4.680 2.038 -1.362
H -2.109 -0.689 0.152
H 0.654 4.643 -1.559
H -2.368 -3.131 -1.237
H -0.413 -1.210 -2.626
H -4.437 0.673 -3.126
H 1.623 -0.266 3.815
H -2.154 3.852 1.254
H 1.266 -3.018 -2.943
H 0.811 1.654 -4.431
H 6.625 -2.445 0.476
H 0.441 -3.052 1.662
H 3.128 1.759 0.704
H -1.347 -1.412 -4.127
H 2.989 1.398 -2.714
H 5.729 -3.844 -1.358
H 3.320 -3.816 -1.851
H -0.420 -3.981 0.439
H -2.528 -2.794 0.512
H -3.486 3.746 -3.257
H -3.089 2.209 -4.681
H -2.609 5.143 0.108
H 0.038 -0.305 -4.075
H 2.213 3.799 -1.471
H -1.388 2.020 -5.098
H -3.959 1.603 0.219
H -3.926 -0.191 -1.667
H 1.740 -1.927 3.247
H -2.518 0.691 -5.378
H 2.805 1.742 2.433
H 1.079 3.731 -0.099
H 3.242 -0.999 3.533
H -1.915 4.534 -3.062
H 1.899 2.941 -3.866
H 1.297 -4.348 0.760
H -0.919 4.613 0.257
H 0.203 3.299 -4.202
H -4.628 3.206 -0.023
H -3.757 -0.958 -3.262
H -3.328 5.118 -2.154
H 3.385 0.458 -1.267
H 4.253 0.910 1.798
H -3.793 -2.273 -0.621
H -0.243 -3.569 -2.227
H 5.113 -0.973 1.741
H 1.263 -4.436 -1.850
*
```

***

[2]
Below is 3 unconnected molecules or ions with the total composition C21H47F3N9O5P2S in a non-equilibrium geometry, with properties calculated with ωB97M-V with the def2-TZVPD basis set.

The maximum force comes out at 7.010 eV/Å. Its total energy is -83738.2148 eV. For the LUMO energy, the calculation gives -3.4713 eV.

The geometry in ORCA input format:
```
! RIJCOSX wB97M-V def2-TZVPD def2/J DEFGRID3
* xyz 1 1
S 3.322 1.116 -1.148
P 4.360 -4.356 4.158
P -5.739 3.636 -3.511
F 4.772 2.239 0.748
F 4.376 0.091 1.093
F 5.725 0.753 -0.432
O 2.959 -4.726 3.751
O -4.306 3.792 -3.067
O 3.600 0.003 -1.993
O 3.442 2.339 -1.862
O 1.715 2.780 3.716
N 1.725 0.869 -0.562
N 5.733 -3.803 5.085
N -0.098 0.585 0.553
N -5.492 2.278 -4.545
N -1.118 0.423 1.497
N -6.412 3.147 -1.996
N 4.779 -3.441 2.743
N 5.039 -5.931 4.095
N -7.285 3.922 -4.265
C -7.191 4.191 -5.727
C -7.998 5.099 -3.704
C 3.939 -2.285 2.489
C -4.120 1.990 -4.927
C 1.182 0.903 0.684
C 6.094 -3.292 2.147
C 0.709 0.568 -1.484
C 5.898 -4.521 6.378
C -7.542 2.263 -1.781
C 1.086 2.158 2.922
C -6.254 1.048 -4.483
C -1.144 2.168 -3.171
C -6.274 4.120 -0.914
C 5.649 -2.367 5.451
C 4.606 1.042 0.205
C -0.276 1.243 -3.708
C 6.245 -6.278 3.369
C -0.426 0.371 -0.780
C 0.799 0.469 -2.977
C 1.896 1.233 1.966
C 4.109 -7.057 4.062
H -1.994 1.800 -2.585
H -0.320 1.063 -4.787
H 2.835 1.755 1.829
H 4.061 -1.927 1.475
H 6.093 -5.578 6.232
H 5.749 -1.725 4.577
H 1.742 0.925 -3.292
H 3.689 -7.207 3.061
H 6.471 -2.098 6.112
H 3.292 -6.911 4.763
H -8.186 4.378 -6.132
H -8.508 2.690 -2.085
H -7.622 2.018 -0.721
H 6.793 -2.695 2.750
H -0.761 -0.007 2.344
H -1.087 3.246 -3.306
H -7.380 5.999 -3.715
H -1.550 1.310 1.733
H -6.561 5.058 -5.940
H -5.948 0.416 -3.637
H -7.420 1.307 -2.279
H 0.853 -0.567 -3.333
H 6.759 -4.120 6.915
H 7.055 -5.575 3.560
H 6.559 -4.248 1.930
H -8.323 4.918 -2.680
H -7.326 1.232 -4.430
H -5.259 4.517 -0.879
H -1.386 0.123 -1.195
H -3.584 1.479 -4.118
H 6.625 -7.247 3.705
H -3.584 2.900 -5.182
H -0.005 2.268 2.853
H 4.620 -7.974 4.361
H 2.883 -2.548 2.600
H 6.067 -6.350 2.289
H -6.463 3.658 0.057
H 6.006 -2.798 1.176
H -6.793 3.341 -6.270
H 2.021 0.298 2.527
H -4.091 1.353 -5.815
H -6.111 0.464 -5.397
H -6.958 4.973 -1.019
H 4.147 -1.449 3.178
H -8.905 5.296 -4.273
H 4.709 -2.124 5.953
H 5.014 -4.422 7.014
*
```

***

[3]
Below is 3 unconnected molecules or ions with the total composition C21H47N2O6S, with properties calculated with ωB97M-V with the def2-TZVPD basis set.

The maximum force comes out at 0.822 eV/Å. Its total energy is -48630.5782 eV. For the LUMO energy, the calculation gives -3.3600 eV.

The geometry in ORCA input format:
```
! RIJCOSX wB97M-V def2-TZVPD def2/J DEFGRID3
* xyz 1 1
S 0.845 0.511 -3.542
O 2.780 -3.818 -1.839
O 1.447 -9.993 0.037
O 1.234 -1.463 4.105
O -2.161 5.876 1.054
O 0.287 0.362 3.279
O 1.071 -2.643 -2.747
N 0.313 -8.020 -1.768
N -0.683 7.785 2.695
C -1.280 8.925 0.629
C -1.078 2.882 -1.258
C 1.801 1.578 -2.427
C 1.631 -3.768 -2.144
C 1.275 1.823 -1.005
C 0.811 -1.606 -1.819
C -0.903 -1.771 3.089
C -1.936 2.582 1.215
C 2.800 -10.375 -0.132
C 0.386 3.067 -0.844
C 0.315 -0.982 3.497
C -0.910 6.389 0.636
C -2.019 2.161 -0.272
C -0.530 7.747 1.241
C 2.572 -7.285 -1.232
C -3.288 6.371 0.353
C -0.115 -0.596 -2.494
C 1.232 -8.667 0.466
C -1.653 1.415 2.164
C -0.233 0.858 2.050
C 1.199 -7.634 -0.667
H 0.534 7.886 1.025
H 0.468 3.420 0.184
H 3.172 -10.135 -1.130
H -1.087 2.309 -2.198
H -3.053 6.548 -0.702
H 2.170 1.963 -0.391
H 0.252 -8.674 0.950
H -0.870 6.428 -0.463
H -0.086 7.089 3.130
H -0.199 0.071 1.287
H 1.973 -8.388 1.227
H -0.685 -2.826 3.239
H 0.308 -1.970 -0.913
H 2.795 1.129 -2.418
H -0.113 1.368 -3.927
H -2.907 2.987 1.508
H -1.632 7.507 2.930
H 0.818 3.863 -1.462
H 2.967 -8.081 -1.862
H -1.227 3.398 1.360
H -4.071 5.615 0.418
H -2.366 0.616 1.921
H -1.512 3.852 -1.517
H -1.203 -1.596 2.054
H -0.707 -0.023 -1.780
H 2.850 -11.454 0.001
H -1.740 -1.455 3.715
H -1.847 1.685 3.204
H 1.883 2.526 -2.969
H 0.785 0.935 -0.604
H -0.170 5.653 0.968
H 0.457 1.644 1.730
H -3.033 2.377 -0.619
H -1.920 1.070 -0.348
H 0.597 -8.939 -2.094
H 3.291 -7.090 -0.435
H 2.515 -6.395 -1.852
H 0.902 -4.580 -2.019
H 1.751 -1.144 -1.491
H 3.442 -9.899 0.616
H -0.631 -8.152 -1.417
H 0.779 -6.720 -0.227
H -3.670 7.294 0.793
H -2.306 8.981 0.993
H -0.785 -1.125 -3.174
H -1.305 8.860 -0.461
H -0.792 9.858 0.903
*
```

***

Repeat the first record exactly.
Below is a molecular structure, C21H47AsO2P2S4Si3Ti in a non-equilibrium geometry, with properties calculated with ωB97M-V with the def2-TZVPD basis set.

The maximum force comes out at 1.520 eV/Å. As for the expectation value of S²: 2.01. Its total energy is -196148.0338 eV. For the LUMO energy (spin up / spin down), the calculation gives 3.9448 / 3.9427 eV.

The geometry in ORCA input format:
```
! RIJCOSX wB97M-V def2-TZVPD def2/J DEFGRID3
* xyz -2 3
As -1.257 1.038 3.155
Ti -0.283 0.200 0.168
S 0.016 2.076 1.669
S -1.231 -0.968 2.193
S -0.292 1.003 5.075
S -3.243 1.795 3.200
P 2.141 -0.336 1.467
P 1.008 -2.329 -0.598
Si -2.412 3.048 -1.065
Si -1.962 0.707 -2.974
Si 0.414 2.230 -1.983
O 1.379 0.901 -1.500
O -2.030 -1.191 -0.710
C 1.154 3.740 -1.187
C 3.207 1.156 1.609
C -0.809 -0.692 -3.494
C -1.953 4.275 0.268
C 3.705 -3.186 -1.059
C 2.640 0.600 -2.054
C -1.251 1.688 -1.584
C -2.823 4.217 -2.527
C 0.880 2.541 -3.794
C -4.078 2.398 -0.524
C 5.569 -2.421 0.236
C 0.826 -3.453 -2.044
C -3.684 -0.009 -2.713
C 3.349 -1.526 0.653
C -2.716 -2.409 -0.493
C -2.254 1.505 -4.686
C 2.842 -2.361 -0.338
C 4.711 -1.589 0.946
C 5.068 -3.206 -0.782
C 2.206 -0.945 3.182
C 0.550 -3.552 0.701
H 2.584 -0.326 -2.638
H -4.680 2.038 -1.362
H -2.109 -0.689 0.152
H 0.654 4.643 -1.559
H -2.368 -3.131 -1.237
H -0.413 -1.210 -2.626
H -4.437 0.673 -3.126
H 1.623 -0.266 3.815
H -2.154 3.852 1.254
H 1.266 -3.018 -2.943
H 0.811 1.654 -4.431
H 6.625 -2.445 0.476
H 0.441 -3.052 1.662
H 3.128 1.759 0.704
H -1.347 -1.412 -4.127
H 2.989 1.398 -2.714
H 5.729 -3.844 -1.358
H 3.320 -3.816 -1.851
H -0.420 -3.981 0.439
H -2.528 -2.794 0.512
H -3.486 3.746 -3.257
H -3.089 2.209 -4.681
H -2.609 5.143 0.108
H 0.038 -0.305 -4.075
H 2.213 3.799 -1.471
H -1.388 2.020 -5.098
H -3.959 1.603 0.219
H -3.926 -0.191 -1.667
H 1.740 -1.927 3.247
H -2.518 0.691 -5.378
H 2.805 1.742 2.433
H 1.079 3.731 -0.099
H 3.242 -0.999 3.533
H -1.915 4.534 -3.062
H 1.899 2.941 -3.866
H 1.297 -4.348 0.760
H -0.919 4.613 0.257
H 0.203 3.299 -4.202
H -4.628 3.206 -0.023
H -3.757 -0.958 -3.262
H -3.328 5.118 -2.154
H 3.385 0.458 -1.267
H 4.253 0.910 1.798
H -3.793 -2.273 -0.621
H -0.243 -3.569 -2.227
H 5.113 -0.973 1.741
H 1.263 -4.436 -1.850
*
```

***

Question: Which of these has the highest total energy?
Answer: C21H47N2O6S

***

Question: Which of these has the highest maximum force?
Answer: C21H47F3N9O5P2S

***

Repeat the second record exactly.
Below is 3 unconnected molecules or ions with the total composition C21H47F3N9O5P2S in a non-equilibrium geometry, with properties calculated with ωB97M-V with the def2-TZVPD basis set.

The maximum force comes out at 7.010 eV/Å. Its total energy is -83738.2148 eV. For the LUMO energy, the calculation gives -3.4713 eV.

The geometry in ORCA input format:
```
! RIJCOSX wB97M-V def2-TZVPD def2/J DEFGRID3
* xyz 1 1
S 3.322 1.116 -1.148
P 4.360 -4.356 4.158
P -5.739 3.636 -3.511
F 4.772 2.239 0.748
F 4.376 0.091 1.093
F 5.725 0.753 -0.432
O 2.959 -4.726 3.751
O -4.306 3.792 -3.067
O 3.600 0.003 -1.993
O 3.442 2.339 -1.862
O 1.715 2.780 3.716
N 1.725 0.869 -0.562
N 5.733 -3.803 5.085
N -0.098 0.585 0.553
N -5.492 2.278 -4.545
N -1.118 0.423 1.497
N -6.412 3.147 -1.996
N 4.779 -3.441 2.743
N 5.039 -5.931 4.095
N -7.285 3.922 -4.265
C -7.191 4.191 -5.727
C -7.998 5.099 -3.704
C 3.939 -2.285 2.489
C -4.120 1.990 -4.927
C 1.182 0.903 0.684
C 6.094 -3.292 2.147
C 0.709 0.568 -1.484
C 5.898 -4.521 6.378
C -7.542 2.263 -1.781
C 1.086 2.158 2.922
C -6.254 1.048 -4.483
C -1.144 2.168 -3.171
C -6.274 4.120 -0.914
C 5.649 -2.367 5.451
C 4.606 1.042 0.205
C -0.276 1.243 -3.708
C 6.245 -6.278 3.369
C -0.426 0.371 -0.780
C 0.799 0.469 -2.977
C 1.896 1.233 1.966
C 4.109 -7.057 4.062
H -1.994 1.800 -2.585
H -0.320 1.063 -4.787
H 2.835 1.755 1.829
H 4.061 -1.927 1.475
H 6.093 -5.578 6.232
H 5.749 -1.725 4.577
H 1.742 0.925 -3.292
H 3.689 -7.207 3.061
H 6.471 -2.098 6.112
H 3.292 -6.911 4.763
H -8.186 4.378 -6.132
H -8.508 2.690 -2.085
H -7.622 2.018 -0.721
H 6.793 -2.695 2.750
H -0.761 -0.007 2.344
H -1.087 3.246 -3.306
H -7.380 5.999 -3.715
H -1.550 1.310 1.733
H -6.561 5.058 -5.940
H -5.948 0.416 -3.637
H -7.420 1.307 -2.279
H 0.853 -0.567 -3.333
H 6.759 -4.120 6.915
H 7.055 -5.575 3.560
H 6.559 -4.248 1.930
H -8.323 4.918 -2.680
H -7.326 1.232 -4.430
H -5.259 4.517 -0.879
H -1.386 0.123 -1.195
H -3.584 1.479 -4.118
H 6.625 -7.247 3.705
H -3.584 2.900 -5.182
H -0.005 2.268 2.853
H 4.620 -7.974 4.361
H 2.883 -2.548 2.600
H 6.067 -6.350 2.289
H -6.463 3.658 0.057
H 6.006 -2.798 1.176
H -6.793 3.341 -6.270
H 2.021 0.298 2.527
H -4.091 1.353 -5.815
H -6.111 0.464 -5.397
H -6.958 4.973 -1.019
H 4.147 -1.449 3.178
H -8.905 5.296 -4.273
H 4.709 -2.124 5.953
H 5.014 -4.422 7.014
*
```